No. 1
# C6H6N6

The molecule C6H6N6 at a distorted geometry (ωB97M-V with the def2-TZVPD basis set, OMol25).

```
18
Properties=species:S:1:pos:R:3:forces:R:3:mulliken_charge:R:1
C 0.056837 2.797985 1.653838 -0.003 0.407 0.336 0.115
C -0.555374 -1.773667 -1.342165 -0.203 0.248 -0.211 -0.518
C -1.339530 0.974245 0.758513 -0.652 -0.412 -0.077 -0.111
C -0.122978 1.647378 0.899617 0.471 -1.000 -1.234 0.240
C -0.386380 -0.924698 -0.190680 3.169 1.265 -0.750 1.306
C 0.864015 0.078046 -0.581147 -4.466 -6.323 -0.485 0.224
N 0.201130 3.745178 2.293694 0.062 0.254 0.118 -0.446
N -0.622964 -2.462798 -2.255298 0.066 -0.344 -0.419 -0.468
N -1.496838 -0.137461 0.107929 -1.513 -0.037 0.978 -0.711
N 0.921199 1.201596 0.083449 1.404 4.320 2.206 -0.118
N -0.591439 -2.241863 1.061791 0.884 1.747 -0.387 -0.769
N 1.759223 -0.285273 -1.510286 1.260 0.167 -0.153 -0.447
H -2.239334 1.421930 1.155254 -0.059 0.208 0.120 0.430
H 1.673865 1.862024 -0.094613 -0.139 -0.361 0.280 0.282
H -1.548664 -2.033115 1.335518 -0.068 -0.150 -0.063 0.279
H -0.602155 -3.100043 0.516444 -0.097 0.075 -0.120 0.317
H 1.657267 -1.172752 -1.974257 -0.094 0.148 -0.127 0.208
H 2.372121 0.403289 -1.917601 -0.023 -0.210 -0.012 0.185
```
Forces are in eV/Å.

LUMO level (alpha / beta) = 0.28 / -2.34 eV
total charge = 0
gap between HOMO and LUMO (alpha / beta) = 0.220 / 0.271 Ha
highest occupied orbital energy (alpha / beta) = -5.722 / -9.718 eV
spin multiplicity = 3



No. 2
# C3H4N2O3

A cluster of 2 separate species, C3H4N2O3 in total at a distorted geometry (ωB97M-V with the def2-TZVPD basis set, OMol25).

```
12
Properties=species:S:1:pos:R:3:forces:R:3:mulliken_charge:R:1
C 1.011006 -0.437679 -0.068591 -0.301 -1.511 0.402 0.554
C 0.265192 -1.560120 0.021615 3.113 -6.988 -1.285 -0.524
C -1.186717 -0.059749 0.025194 1.468 0.486 -0.762 0.527
H 2.369614 0.666660 1.206675 -0.278 -2.050 -4.692 0.324
H 3.067501 -0.580072 0.171995 0.639 -1.826 -0.159 0.278
H 0.424446 -2.726903 -0.243692 0.784 3.149 1.063 0.263
H -0.695183 1.987530 0.026426 2.739 1.958 -0.265 0.414
N 2.310165 0.005329 -0.038378 -0.015 3.898 4.605 -0.678
N 0.049757 0.514940 -0.117799 2.147 -0.155 -0.269 0.136
O -1.085869 -1.464122 0.002496 -0.603 4.945 0.180 -0.269
O -2.086172 0.697429 0.102682 -3.825 1.022 0.480 -0.622
O 0.394202 1.936217 -0.097362 -5.868 -2.927 0.702 -0.401
```
Forces are in eV/Å.

LUMO level = -0.04 eV
total charge = 0
gap between HOMO and LUMO = 0.300 Ha
highest occupied orbital energy = -8.204 eV



Q: Which value of total charge does entry 1 give?
A: 0